10
Properties=species:S:1:pos:R:3:mulliken_charge:R:1 method="wB97M-V/def2-TZVPD" e_above_lowest_kj_mol=70.8 spin_multiplicity=1 total_energy_ev=-4243.2274 mol_weight_g_mol=54.1 largest_force_ha_per_bohr=0.0581 homo_lumo_gap_ev=10.28
C -1.32960 0.00676 -1.33507 -0.691
C -0.68012 0.09491 -0.17271 0.034
C 0.82950 -0.13631 0.08357 0.095
C 1.20944 0.10190 1.35215 -0.714
H -2.40809 0.04535 -1.50399 0.274
H -0.82910 -0.49818 -2.16397 0.227
H -1.10758 0.44862 0.89039 0.082
H 1.47215 -0.75501 -0.61552 0.265
H 0.49025 0.49271 2.09582 0.171
H 2.20704 -0.13701 1.72962 0.257

13
Properties=species:S:1:pos:R:3:mulliken_charge:R:1 method="wB97M-V/def2-TZVPD" e_above_lowest_kj_mol=193.1 spin_multiplicity=1 total_charge=+3 total_energy_ev=-14894.9545 mol_weight_g_mol=113.1 largest_force_ha_per_bohr=0.2285 homo_lumo_gap_ev="9.19 / 5.68"
C -0.09653 0.70557 -0.73366 -0.365
O -0.78372 1.72676 -1.06344 -0.175
H 0.54720 0.33890 -1.54275 0.559
H -1.44327 2.02607 -0.41231 0.474
C -0.17319 -1.75880 -0.35689 -0.315
C -0.46927 -0.93912 0.67511 -0.099
C 0.25080 0.40678 0.67891 0.467
O 1.56425 0.53498 0.88820 -0.029
Al 2.54499 1.62044 0.68027 0.936
H -0.30852 -2.83599 -0.24407 0.365
H 0.17439 -1.56165 -1.37139 0.276
H -1.36927 -1.06778 1.28009 0.444
H -0.43786 0.80385 1.52193 0.462

15
Properties=species:S:1:pos:R:3:mulliken_charge:R:1 method="wB97M-V/def2-TZVPD" spin_multiplicity=3 total_charge=-1 total_energy_ev=-149911.3701 mol_weight_g_mol=259.9 largest_force_ha_per_bohr=0.0522 s2=2.012 homo_lumo_gap_ev="6.10 / 4.00"
C -2.54736 0.65432 -0.94705 0.590
C 0.78259 -1.07523 -0.69194 0.107
C -0.28376 0.54192 1.05072 -0.521
C -0.04820 -0.27401 -0.12384 -0.215
N -2.13986 -0.61234 -1.08885 -0.421
O -3.28779 1.20743 -0.19031 -0.556
O -1.75678 1.46182 -1.81964 -0.531
Br 3.98714 -0.94975 -0.22343 -0.339
Br -3.03558 -1.85342 0.09585 -0.181
H 0.62665 -1.79754 -1.56438 0.310
H 1.96153 -0.87540 -0.28348 -0.375
H -0.88500 1.02966 -1.69528 0.431
H -0.60437 -0.05191 1.98785 0.219
H -1.15114 1.14381 0.73093 0.180
H 0.59494 1.25538 1.24613 0.301

15
Properties=species:S:1:pos:R:3:mulliken_charge:R:1 method="wB97M-V/def2-TZVPD" e_above_lowest_kj_mol=32.5 spin_multiplicity=1 total_energy_ev=-159259.2982 mol_weight_g_mol=278.0 largest_force_ha_per_bohr=0.0619 homo_lumo_gap_ev=9.44
C 0.20850 0.17604 0.56333 0.456
C 2.51710 0.22842 0.47514 -0.664
C -1.81145 -1.30045 -1.01551 -0.819
C -1.13812 1.03164 0.24217 0.169
O 0.17446 -0.85447 1.21969 -0.560
O 1.25520 0.84810 0.09068 -0.241
S -2.46650 -0.10354 0.28448 0.008
Br -1.02640 2.01643 -1.40726 -0.013
Br -1.21836 2.34803 1.66672 -0.052
H 3.15138 0.09967 -0.43087 0.221
H 2.25976 -0.81583 0.90866 0.329
H 2.93866 0.92220 1.12004 0.274
H -1.07948 -1.91916 -0.40532 0.257
H -1.19109 -0.81365 -1.68836 0.294
H -2.57366 -1.86344 -1.62358 0.340